A cluster of 2 separate species, C20H32NO5P in total at a distorted geometry, computed with ωB97M-V/def2-TZVPD.

## Properties
molar mass = 397.45 g mol⁻¹
relative energy (zero: lowest compared OMol25 entry of this formula, charge and spin) = 0.0 kcal/mol
strongest force on any atom = 1.50 eV/Å
HOMO = -6.58 eV

Geometry (Å):
C (2.68369, 3.45391, -3.10295)
C (1.31815, 2.82415, -2.97361)
O (1.45916, 1.58959, -2.20930)
P (0.39235, 0.39605, -2.41049)
C (-0.65072, 0.55916, -1.00140)
C (-2.07575, 0.58170, -1.20860)
O (-2.92888, -0.05314, -0.57908)
O (-2.42361, 1.43686, -2.23715)
C (-3.50692, 1.04544, -3.11509)
C (-3.14546, 0.04204, -4.17510)
O (-0.22024, 0.34926, -3.76198)
O (1.34710, -0.88507, -2.12178)
C (1.24807, -2.03920, -3.00362)
C (2.42482, -2.96282, -2.78934)
H (2.59919, 4.41052, -3.61842)
H (3.12232, 3.62666, -2.11727)
H (3.34788, 2.80477, -3.68008)
H (0.61958, 3.47898, -2.43636)
H (0.89573, 2.57930, -3.95906)
H (-0.30375, 1.01442, -0.08187)
H (-4.32532, 0.67010, -2.49323)
H (-3.79860, 1.98778, -3.58531)
H (-3.66384, 0.31813, -5.09897)
H (-2.06436, 0.00902, -4.35468)
H (-3.50346, -0.94976, -3.88411)
H (0.30169, -2.55650, -2.79157)
H (1.22721, -1.67768, -4.04256)
H (2.24974, -3.88275, -3.35196)
H (3.34853, -2.51028, -3.16573)
H (2.54356, -3.22741, -1.73394)
C (-2.55535, -0.85076, 4.78851)
C (-2.85654, -1.56369, 3.47037)
C (-2.35470, -0.80182, 2.24393)
N (-0.95237, -0.37707, 2.40944)
C (-0.02248, -0.65178, 1.51837)
C (1.39492, -0.47026, 1.79004)
C (1.99771, -0.83821, 3.02552)
C (3.32654, -0.50944, 3.28377)
C (4.10500, 0.11720, 2.29892)
C (3.54699, 0.41193, 1.05200)
C (2.21056, 0.12216, 0.80276)
C (-0.74896, 0.46324, 3.60134)
C (-1.14237, -0.27724, 4.87568)
H (-3.27355, -0.03213, 4.92043)
H (-2.70923, -1.55244, 5.61280)
H (-2.39854, -2.56008, 3.46115)
H (-3.93579, -1.71585, 3.36109)
H (-2.44862, -1.39178, 1.32710)
H (-2.95020, 0.11215, 2.09492)
H (-0.35272, -1.06852, 0.55360)
H (1.41119, -1.39102, 3.76521)
H (3.75469, -0.72934, 4.26331)
H (5.14707, 0.36751, 2.49847)
H (4.14867, 0.88348, 0.27574)
H (1.75452, 0.36900, -0.15049)
H (0.28036, 0.82299, 3.66363)
H (-1.40864, 1.33535, 3.48122)
H (-1.07085, 0.41917, 5.71928)
H (-0.41514, -1.07599, 5.07653)